No. 1
Here is a molecular structure, C20H22BaBr2N6O3Se3Te from the Open Molecules 2025 dataset. Energies are from ωB97M-V/def2-TZVPD.

```
58
Properties=species:S:1:pos:R:3:lowdin_charge:R:1
Ba -0.18895 0.11596 0.08576 1.680
Br 1.48704 5.20657 -0.46791 0.704
C 2.64921 3.71599 -0.28182 -0.614
C 4.02969 3.95450 -0.18987 -0.207
C 4.90674 2.91862 -0.07586 -0.645
Br 6.77410 3.30709 0.03076 0.682
C 4.44557 1.57550 -0.04418 -0.201
C 5.27818 0.43294 0.04918 -0.052
C 4.73341 -0.81437 0.05595 -0.045
C 3.32989 -0.96166 -0.01503 -0.141
N 2.52830 0.07785 -0.09071 -0.013
C 3.05423 1.34292 -0.12033 -0.142
C 2.07872 2.43465 -0.25977 -0.452
O 0.82944 2.18623 -0.36137 -0.379
H 4.39502 4.97256 -0.21527 0.082
H 6.34948 0.57014 0.11007 0.067
H 5.35052 -1.70263 0.12118 0.104
H 2.88100 -1.96125 -0.00539 -0.011
Se -3.12980 -1.92368 -0.19977 -0.377
Se -1.95376 -3.95050 -0.04357 -0.366
Te 0.14152 -3.14531 1.18802 0.061
Se 1.99779 -4.55425 0.27267 -0.470
O -0.37100 0.55259 2.46363 -0.367
N -1.32828 1.20631 2.93435 -0.047
N -2.12839 1.66466 2.03808 -0.242
O -1.95829 1.48004 0.74504 -0.435
C -3.26695 2.41782 2.49647 -0.155
C -4.10880 2.92784 1.52652 -0.009
C -5.22373 3.66374 1.91390 -0.093
C -5.49580 3.88669 3.25625 -0.121
C -4.63763 3.35905 4.21755 -0.106
C -3.52404 2.62350 3.84785 -0.028
H -3.87572 2.72777 0.49040 0.111
H -5.88539 4.05922 1.15216 0.094
H -6.36802 4.45769 3.55424 0.087
H -4.83893 3.51651 5.27127 0.092
H -2.85603 2.20453 4.58717 0.102
C 1.50717 -2.42326 -4.77659 -0.071
N 0.43365 -1.90175 -3.95040 -0.164
C 0.23838 -2.60780 -2.67368 -0.104
C 0.14862 -0.55983 -3.95058 -0.456
N -0.12337 0.03127 -2.84489 0.077
N 0.18186 0.06400 -5.21116 -0.183
C 0.09183 1.50797 -5.20793 -0.092
C -0.58546 -0.55699 -6.27857 -0.080
H 2.41815 -2.55537 -4.18097 0.091
H 1.72386 -1.74490 -5.59882 0.072
H 1.23316 -3.39953 -5.18306 0.082
H 0.26528 -3.68087 -2.85661 0.082
H -0.72626 -2.35590 -2.23694 0.014
H 1.03101 -2.38938 -1.94732 0.041
H -0.50095 0.96124 -2.99903 0.036
H -0.92726 1.86722 -5.00031 0.089
H 0.38540 1.88561 -6.18961 0.080
H 0.76496 1.93045 -4.46364 0.092
H -0.67044 -1.62610 -6.10097 0.080
H -0.09867 -0.39611 -7.24395 0.079
H -1.59975 -0.13879 -6.33206 0.086
```

The HOMO energy is -0.615 eV. Its charge is -2. The energy relative to the best compared isomer or geometry (same formula, charge and spin) is 15.05 kcal per mole. The energy comes out at -13975.5415 a.u. As for the molar mass: 1056.05 u.


No. 2
Here is a molecular structure, C28H46CuN4SSbSi3 from the Open Molecules 2025 dataset. Energies are from ωB97M-V/def2-TZVPD.

```
84
Properties=species:S:1:pos:R:3:lowdin_charge:R:1
Cu -0.41491 -0.50609 0.83497 0.004
C -1.79947 -2.32638 -1.08181 -0.321
Sb -0.99212 -0.54414 -2.04062 1.423
C -1.45697 0.70998 -0.31576 -0.573
C -0.83295 2.06937 -0.50042 -0.466
C 0.08739 2.56753 0.44033 -0.057
C 0.59157 3.84855 0.32380 -0.081
C 0.17480 4.64399 -0.73355 -0.086
C -0.72284 4.08907 -1.62896 -0.159
N -1.20954 2.85318 -1.53137 0.075
Si -3.28546 1.01674 -0.10019 0.384
C -4.32427 -0.45730 0.43825 -0.205
C -4.21116 1.70817 -1.58147 -0.193
C -3.39796 2.30859 1.27331 -0.173
C 1.28497 -1.08835 -1.94266 -0.509
C 2.09849 -0.94808 -0.67475 -0.356
C 3.50293 -1.06493 -0.73121 -0.060
C 4.28223 -0.95549 0.39660 -0.048
C 3.66547 -0.74017 1.62250 -0.061
C 2.29318 -0.67965 1.63397 -0.114
N 1.52749 -0.78112 0.53260 0.039
Si 1.95416 0.05845 -3.32668 0.398
C 1.22907 -0.40618 -4.99486 -0.196
C 1.49499 1.82937 -2.96960 -0.182
C 3.81854 0.12619 -3.60433 -0.183
Si 1.43948 -2.91644 -2.46814 0.434
C 1.47932 -4.00155 -0.93937 -0.154
C 3.05334 -3.31204 -3.36139 -0.177
C 0.13615 -3.48394 -3.68887 -0.176
H -2.60242 -2.00611 -0.42697 -0.041
H -1.04160 -2.81901 -0.47721 -0.026
H -2.19756 -3.03902 -1.80196 -0.002
H 0.38271 1.92744 1.26351 0.088
H 1.30179 4.22615 1.05079 0.102
H 0.53488 5.65588 -0.86340 0.095
H -1.07134 4.66680 -2.48050 0.106
H -4.56378 -1.10639 -0.40915 0.028
H -5.27586 -0.08792 0.83667 0.031
H -3.84194 -1.05800 1.21067 -0.030
H -4.17889 1.00833 -2.42344 0.023
H -3.76872 2.64674 -1.91686 0.013
H -5.26244 1.87851 -1.32548 0.027
H -2.78733 2.00867 2.13375 0.008
H -4.43032 2.45815 1.60689 0.027
H -3.01480 3.27115 0.92035 0.031
H 3.96850 -1.26495 -1.68153 0.065
H 5.35928 -1.05094 0.32491 0.112
H 4.22887 -0.64613 2.54044 0.101
H 1.75341 -0.57684 2.56817 0.086
H 0.14269 -0.50123 -4.95968 0.003
H 1.64668 -1.33649 -5.38815 0.020
H 1.47265 0.38938 -5.70668 0.038
H 0.43101 2.00761 -3.13218 0.009
H 2.05372 2.49009 -3.64031 0.043
H 1.72714 2.11710 -1.93858 0.037
H 4.29548 -0.84119 -3.76992 0.017
H 4.33075 0.63161 -2.78225 0.034
H 3.97221 0.72885 -4.50533 0.039
H 2.34805 -3.74365 -0.32637 0.036
H 1.58230 -5.04974 -1.23650 0.039
H 0.59515 -3.91531 -0.30683 0.017
H 3.94331 -3.13849 -2.75207 0.028
H 3.16262 -2.75715 -4.29536 0.019
H 3.03535 -4.37750 -3.61277 0.038
H -0.88655 -3.41813 -3.32682 -0.003
H 0.33908 -4.53294 -3.92812 0.041
H 0.20081 -2.91548 -4.61790 0.020
C -3.37449 1.64613 5.63536 0.003
C -2.14625 0.86307 5.30895 -0.266
C -0.96282 0.94108 5.97995 0.026
C 0.11490 0.16645 5.50040 -0.299
N 0.01758 -0.63700 4.46013 0.112
C -1.16851 -0.76345 3.82011 -0.750
S -1.47815 -1.76154 2.50780 0.745
N -2.20982 0.02720 4.25566 0.108
C 1.45283 0.22879 6.16811 -0.016
H -3.19503 2.30176 6.48288 0.087
H -4.20195 0.97612 5.87697 0.098
H -3.67401 2.25110 4.77677 0.091
H -0.85288 1.59521 6.83144 0.118
H -3.06251 -0.05814 3.71550 0.141
H 1.47894 0.97035 6.96395 0.077
H 2.22128 0.45790 5.42907 0.085
H 1.69007 -0.75213 6.58275 0.093
```

The HOMO energy is -6.261 eV. The energy comes out at -4461.0478 a.u. As for the molar mass: 740.34 u.